104
Properties=species:S:1:pos:R:3:lowdin_charge:R:1 method="wB97M-V/def2-TZVPD" lumo_energy_ev=-4.019 total_charge=+1 e_homo_ev=-9.2
C 3.377 -2.677 7.755 -0.06
O 1.927 -2.712 7.370 -0.11
B 1.995 -3.208 5.949 -0.45
O 2.062 -4.691 5.831 0.03
C 2.038 -2.126 4.720 -0.11
C 3.360 -2.539 3.861 -0.14
O 3.255 -2.560 2.414 -0.16
C 2.076 -3.366 2.091 -0.46
P 2.102 -5.188 2.565 0.58
O 3.794 -5.674 2.673 -0.39
I 1.037 -6.579 0.773 0.43
C 0.768 -2.463 2.525 -0.26
C -0.548 -3.236 1.951 -0.06
N 0.736 -1.911 3.922 -0.19
C -0.521 -1.957 4.705 -0.11
C -1.384 -3.222 5.098 -0.56
N -0.926 -4.616 4.854 0.09
N -1.718 -3.160 6.608 0.05
N -2.783 -3.141 4.441 0.04
P 0.866 -0.095 3.633 0.79
O -0.223 0.498 2.656 -0.27
O 2.413 0.330 2.892 -0.15
O 0.748 0.869 5.073 -0.15
H 3.547 -2.741 8.911 0.13
H 3.851 -1.726 7.246 0.11
H 3.958 -3.607 7.283 0.12
H 1.339 -5.073 6.437 0.14
H 2.357 -1.113 5.273 0.15
H 3.799 -3.585 4.237 0.14
H 4.247 -1.775 4.108 0.17
H 2.052 -3.382 0.893 0.14
H 3.964 -6.472 2.090 0.06
H 0.886 -1.573 1.726 0.15
H -0.465 -3.211 0.760 0.12
H -1.529 -2.598 2.186 0.11
H -0.647 -4.365 2.234 0.04
H -1.301 -1.224 4.164 0.16
H -0.315 -1.368 5.729 0.17
H -0.752 -5.119 5.775 0.11
H -0.050 -4.639 4.306 0.01
H -0.845 -3.207 7.179 0.07
H -2.090 -2.175 6.731 0.10
H -3.185 -2.213 4.696 0.08
H -3.418 -3.870 4.854 0.10
H 3.005 0.654 3.659 0.12
H 1.685 1.186 5.326 0.12
O 4.771 1.464 -0.880 -0.32
P 3.677 1.267 -1.958 0.76
N 3.401 2.951 -2.034 -0.31
C 2.152 3.676 -2.159 -0.12
C 4.462 3.706 -2.704 -0.14
N 2.621 0.518 -0.828 -0.34
C 1.848 1.299 0.129 -0.13
C 3.231 -0.604 -0.102 -0.15
N 2.420 1.040 -3.197 -0.30
C 2.806 1.293 -4.579 -0.13
C 1.029 0.661 -3.045 -0.11
H 1.739 3.645 -3.164 0.07
H 2.291 4.738 -1.901 0.09
H 1.383 3.334 -1.465 0.05
H 4.326 3.701 -3.790 0.07
H 5.447 3.286 -2.493 0.07
H 4.492 4.746 -2.361 0.08
H 2.448 2.065 0.623 0.09
H 1.395 0.668 0.905 0.03
H 0.992 1.761 -0.360 0.06
H 3.866 -0.271 0.723 0.07
H 3.844 -1.215 -0.779 0.09
H 2.462 -1.274 0.303 0.04
H 2.408 2.249 -4.927 0.08
H 2.458 0.500 -5.248 0.08
H 3.896 1.328 -4.675 0.07
H 0.432 1.472 -2.626 0.06
H 0.910 -0.233 -2.421 0.09
H 0.570 0.398 -4.005 0.08
O -2.395 1.365 -4.082 -0.32
P -3.830 1.923 -4.242 0.76
N -3.712 1.830 -5.944 -0.31
C -4.185 2.758 -6.954 -0.12
C -3.773 0.469 -6.479 -0.14
N -3.350 3.472 -3.673 -0.36
C -2.648 4.419 -4.532 -0.13
C -2.651 3.438 -2.381 -0.15
N -5.480 2.566 -4.427 -0.31
C -6.535 1.598 -4.696 -0.14
C -5.950 3.936 -4.378 -0.11
H -5.259 2.711 -7.107 0.07
H -3.712 2.549 -7.926 0.09
H -3.916 3.795 -6.747 0.06
H -4.809 0.137 -6.599 0.07
H -3.272 -0.243 -5.820 0.07
H -3.269 0.396 -7.449 0.08
H -1.834 3.952 -5.089 0.09
H -2.233 5.261 -3.964 0.09
H -3.344 4.892 -5.224 0.05
H -1.600 3.157 -2.483 0.06
H -3.132 2.720 -1.702 0.07
H -2.702 4.413 -1.881 0.08
H -6.837 1.633 -5.746 0.08
H -7.414 1.772 -4.068 0.08
H -6.191 0.581 -4.479 0.07
H -5.661 4.494 -5.270 0.07
H -5.587 4.466 -3.488 0.09
H -7.042 3.991 -4.314 0.08

=====

91
Properties=species:S:1:pos:R:3:lowdin_charge:R:1 method="wB97M-V/def2-TZVPD" relative_energy_ev=2.902 lumo_energy_ev=-2.878 total_charge=+1 e_homo_ev=-10.9
Pb -25.153 -18.214 12.112 1.54
B -23.197 -18.838 10.469 -0.52
H -22.904 -19.068 11.482 -0.05
H -23.138 -17.783 10.253 -0.04
H -22.532 -19.314 9.765 -0.02
H -24.205 -19.146 10.237 -0.07
C -25.562 -21.877 14.281 -0.04
C -24.383 -21.381 13.382 -0.41
C -23.311 -22.424 13.004 -0.16
O -23.885 -23.474 12.152 -0.17
C -22.945 -24.526 12.089 -0.12
N -25.039 -20.802 12.222 -0.06
H -26.269 -22.560 13.811 0.08
H -26.228 -21.094 14.643 0.07
H -25.222 -22.410 15.169 0.08
H -23.837 -20.599 13.910 0.12
H -22.872 -22.806 13.926 0.13
H -22.525 -21.841 12.524 0.12
H -23.269 -25.148 11.254 0.10
H -22.823 -25.167 12.962 0.09
H -21.957 -24.123 11.869 0.05
H -24.326 -20.851 11.507 0.05
H -25.667 -21.556 11.983 0.09
C -20.336 -24.647 8.325 -0.06
C -19.547 -24.486 9.644 -0.39
C -19.727 -23.104 10.308 -0.17
O -19.401 -22.121 9.319 -0.21
C -19.392 -20.809 9.790 -0.12
N -20.073 -25.605 10.471 0.02
H -21.310 -24.161 8.395 0.07
H -20.550 -25.695 8.117 0.08
H -19.852 -24.099 7.517 0.08
H -18.489 -24.673 9.458 0.13
H -19.100 -22.881 11.171 0.12
H -20.778 -22.901 10.513 0.10
H -18.523 -20.562 10.400 0.09
H -20.359 -20.461 10.153 0.07
H -19.369 -20.235 8.863 0.09
H -19.705 -26.408 9.981 0.07
H -19.709 -25.574 11.413 0.07
C -22.563 -21.458 7.252 -0.06
C -22.434 -20.114 6.618 -0.41
C -22.873 -19.980 5.124 -0.16
O -21.928 -20.736 4.293 -0.20
C -22.358 -20.892 2.959 -0.12
N -23.322 -19.183 7.312 0.03
H -23.545 -21.922 7.162 0.08
H -22.308 -21.402 8.310 0.07
H -21.878 -22.133 6.739 0.08
H -21.416 -19.725 6.635 0.14
H -22.976 -18.934 4.834 0.12
H -23.857 -20.447 5.090 0.11
H -23.342 -21.361 2.940 0.08
H -21.669 -21.618 2.528 0.09
H -22.414 -19.951 2.413 0.09
H -23.210 -19.140 8.314 -0.02
H -24.295 -19.450 7.256 0.05
C -21.752 -17.782 14.319 -0.03
C -22.312 -16.461 13.849 -0.40
C -21.459 -15.149 13.810 -0.18
O -22.308 -14.004 13.552 -0.18
C -21.435 -12.885 13.495 -0.10
N -23.105 -16.675 12.645 -0.06
H -22.247 -18.565 13.746 0.05
H -21.921 -17.964 15.380 0.09
H -20.719 -17.963 14.022 0.09
H -22.983 -16.157 14.652 0.13
H -20.642 -15.293 13.103 0.13
H -20.988 -15.139 14.794 0.13
H -20.699 -12.846 14.298 0.09
H -22.022 -11.971 13.408 0.10
H -20.855 -13.046 12.586 0.09
H -23.258 -15.715 12.371 0.07
H -22.581 -17.115 11.902 0.03
C -26.722 -14.898 9.030 -0.06
C -26.449 -16.071 9.922 -0.43
C -26.740 -17.386 9.069 -0.16
O -26.609 -18.512 9.911 -0.35
C -26.874 -19.676 9.129 -0.07
N -25.095 -16.073 10.400 -0.01
H -26.096 -14.811 8.142 0.10
H -26.692 -14.009 9.660 0.09
H -27.756 -14.763 8.712 0.09
H -27.086 -16.087 10.806 0.13
H -25.888 -17.484 8.396 0.13
H -27.652 -17.402 8.472 0.14
H -27.914 -19.996 9.063 0.11
H -26.365 -20.501 9.629 0.08
H -26.433 -19.612 8.134 0.09
H -24.428 -16.236 9.659 0.09
H -24.703 -15.174 10.641 0.10

=====

97
Properties=species:S:1:pos:R:3:lowdin_charge:R:1 method="wB97M-V/def2-TZVPD" relative_energy_ev=0.488 lumo_energy_ev=2.349 total_charge=-1 e_homo_ev=-6.6
As 0.973 0.126 0.596 1.00
F 1.178 1.890 0.279 -0.27
F 2.657 -0.131 -0.199 -0.30
F 0.829 -1.632 0.961 -0.27
F -0.614 0.361 1.381 -0.26
F 0.300 -0.202 -1.047 -0.27
F 1.746 0.379 2.175 -0.27
C 0.014 -5.155 0.697 -0.04
C -0.058 -6.222 -0.370 -0.51
C -1.410 -6.578 -0.918 -0.04
O 0.788 -5.813 -1.379 -0.06
H 1.018 -4.914 1.048 0.08
H -0.481 -5.444 1.624 0.08
H -0.377 -4.173 0.434 0.06
H 0.479 -7.093 0.005 0.14
H -1.858 -5.713 -1.406 0.07
H -2.070 -6.906 -0.114 0.08
H -1.411 -7.323 -1.714 0.08
H 0.204 -5.172 -1.791 0.05
C -1.501 6.109 2.025 -0.05
C -0.922 5.371 0.816 -0.53
C -1.267 3.892 0.765 -0.05
O -1.456 5.882 -0.333 -0.05
H -1.414 5.503 2.927 0.07
H -2.584 6.206 1.945 0.08
H -1.048 7.083 2.206 0.07
H 0.143 5.601 0.765 0.14
H -0.989 3.396 -0.165 0.05
H -2.338 3.748 0.911 0.09
H -0.702 3.367 1.535 0.07
H -1.578 6.823 -0.187 0.09
C 2.415 1.597 -3.581 -0.06
C 2.184 2.964 -3.015 -0.49
C 0.660 3.256 -2.790 -0.04
O 2.923 3.176 -1.834 -0.04
H 3.443 1.252 -3.696 0.09
H 1.891 1.450 -4.526 0.07
H 1.963 0.904 -2.872 0.06
H 2.529 3.727 -3.712 0.13
H 0.261 3.355 -3.800 0.07
H 0.513 4.235 -2.334 0.07
H 0.080 2.534 -2.216 0.04
H 2.436 2.620 -1.221 0.04
C -2.049 -0.271 4.726 -0.04
C -2.624 1.043 4.120 -0.52
C -1.736 2.256 4.202 -0.06
O -2.891 0.846 2.791 -0.06
H -2.335 -0.415 5.768 0.06
H -0.963 -0.280 4.816 0.07
H -2.432 -1.159 4.222 0.08
H -3.571 1.238 4.622 0.13
H -1.770 2.520 5.259 0.08
H -2.157 3.107 3.667 0.07
H -0.704 2.090 3.895 0.08
H -2.054 0.735 2.334 0.03
C -2.694 0.903 -1.227 -0.04
C -4.051 0.845 -1.974 -0.45
C -4.065 0.274 -3.427 -0.06
O -4.898 -0.061 -1.294 -0.07
H -2.905 1.197 -0.198 0.06
H -1.939 1.583 -1.621 0.06
H -2.317 -0.103 -1.047 0.06
H -4.580 1.797 -1.946 0.13
H -5.052 0.335 -3.887 0.07
H -3.796 -0.782 -3.434 0.07
H -3.436 0.813 -4.134 0.06
H -4.985 0.213 -0.378 0.09
C 5.304 0.252 1.965 -0.19
O 6.604 0.473 2.402 -0.12
H 4.586 0.785 2.588 0.06
H 5.159 0.370 0.891 0.08
H 5.008 -0.782 2.140 0.08
H 6.680 0.302 3.344 0.06
C 3.083 -3.303 -0.813 -0.17
O 3.274 -4.690 -0.942 -0.14
H 3.967 -2.803 -0.418 0.08
H 2.882 -2.862 -1.789 0.07
H 2.174 -3.102 -0.245 0.05
H 2.417 -5.084 -1.123 0.01
C -0.419 -0.644 -4.536 -0.13
O -0.630 -1.992 -4.932 -0.12
H -0.315 -0.051 -5.445 0.08
H -1.375 -0.309 -4.133 0.05
H 0.357 -0.473 -3.790 0.07
H -1.414 -2.023 -5.485 0.09
C -1.235 -2.709 -1.828 -0.14
O -0.430 -3.604 -2.547 -0.12
H -2.234 -3.142 -1.791 0.08
H -0.825 -2.664 -0.819 0.06
H -1.268 -1.713 -2.271 0.05
H -0.165 -3.169 -3.361 0.06
C 3.817 0.008 5.075 -0.18
O 2.740 -0.600 4.404 -0.11
H 3.708 1.066 5.312 0.08
H 3.945 -0.574 5.987 0.08
H 4.798 -0.029 4.601 0.04
H 2.260 0.004 3.833 0.03

=====

95
Properties=species:S:1:pos:R:3:lowdin_charge:R:1 method="wB97M-V/def2-TZVPD" relative_energy_ev=1.104 lumo_energy_ev=-9.207 total_charge=+4 e_homo_ev=-18.5
B -0.076 0.437 -0.462 -1.26
F 0.656 0.106 -1.598 0.13
F -0.142 1.855 -0.386 0.08
F -1.400 -0.034 -0.524 0.10
F 0.622 0.020 0.695 0.08
C -4.574 3.036 0.221 -0.02
C -3.845 3.364 -1.062 -0.29
C -2.842 4.492 -1.058 -0.23
O -2.279 4.681 -2.314 -0.19
C -3.055 5.535 -3.194 -0.03
N -3.100 2.110 -1.597 0.24
H -2.165 2.281 -1.977 0.15
H -3.011 1.446 -0.825 0.12
H -3.674 1.620 -2.283 0.18
H -5.509 2.497 0.092 0.10
H -4.780 3.977 0.734 0.11
H -3.932 2.467 0.906 0.08
H -4.597 3.489 -1.842 0.15
H -2.037 4.241 -0.351 0.13
H -3.287 5.389 -0.610 0.15
H -4.049 5.122 -3.360 0.09
H -2.450 5.638 -4.085 0.10
H -3.168 6.520 -2.735 0.10
C 1.479 2.558 2.837 -0.03
C 1.971 3.388 1.675 -0.31
C 1.448 4.805 1.621 -0.19
O 2.229 5.608 0.781 -0.16
C 2.026 5.399 -0.623 -0.04
N 3.479 3.455 1.880 0.23
H 3.740 4.013 2.704 0.19
H 3.924 2.549 2.018 0.16
H 3.933 3.947 1.102 0.16
H 0.457 2.199 2.733 0.09
H 1.479 3.110 3.784 0.10
H 2.099 1.689 3.080 0.09
H 1.829 2.958 0.684 0.13
H 1.416 5.290 2.599 0.15
H 0.405 4.768 1.276 0.14
H 2.642 4.563 -0.973 0.07
H 2.387 6.286 -1.137 0.11
H 0.970 5.263 -0.862 0.10
C 3.159 -2.036 -2.148 -0.03
C 4.011 -1.153 -1.295 -0.31
C 4.487 0.069 -2.062 -0.18
O 5.259 0.959 -1.282 -0.17
C 4.953 2.337 -1.497 -0.07
N 3.340 -0.755 0.004 0.24
H 3.140 -1.552 0.606 0.17
H 4.020 -0.104 0.407 0.16
H 2.423 -0.288 -0.092 0.12
H 3.644 -2.357 -3.066 0.11
H 2.304 -1.453 -2.514 0.08
H 2.715 -2.869 -1.601 0.08
H 4.924 -1.621 -0.916 0.17
H 3.655 0.555 -2.582 0.14
H 5.137 -0.380 -2.821 0.16
H 4.003 2.714 -1.082 0.06
H 4.831 2.469 -2.575 0.11
H 5.780 2.929 -1.117 0.11
C -0.459 -8.063 -3.027 -0.02
C 0.400 -6.883 -2.611 -0.30
C -0.396 -5.602 -2.500 -0.20
O 0.396 -4.541 -2.003 -0.20
C -0.373 -3.352 -1.812 -0.07
N 1.092 -7.185 -1.282 0.24
H 1.190 -6.313 -0.751 0.16
H 0.528 -7.795 -0.685 0.18
H 2.024 -7.573 -1.428 0.18
H -0.556 -8.080 -4.111 0.11
H -1.427 -8.028 -2.527 0.10
H -0.010 -9.028 -2.782 0.10
H 1.239 -6.776 -3.299 0.16
H -1.291 -5.755 -1.880 0.14
H -0.741 -5.411 -3.525 0.16
H -0.611 -3.001 -2.818 0.11
H 0.211 -2.617 -1.267 0.07
H -1.305 -3.536 -1.265 0.09
C -4.153 -0.648 3.214 -0.02
C -2.720 -0.961 2.839 -0.30
C -1.852 -1.234 4.047 -0.22
O -2.336 -2.405 4.624 -0.20
C -1.757 -2.752 5.882 -0.04
N -2.699 -2.256 2.019 0.23
H -3.253 -2.917 2.577 0.17
H -3.015 -2.261 1.051 0.17
H -1.730 -2.577 2.025 0.16
H -4.803 -0.503 2.350 0.09
H -4.172 0.304 3.748 0.11
H -4.581 -1.392 3.885 0.10
H -2.286 -0.171 2.228 0.14
H -1.926 -0.379 4.732 0.15
H -0.783 -1.314 3.780 0.14
H -1.892 -1.969 6.631 0.11
H -0.692 -2.983 5.783 0.10
H -2.266 -3.646 6.229 0.10

=====

91
Properties=species:S:1:pos:R:3:lowdin_charge:R:1 method="wB97M-V/def2-TZVPD" relative_energy_ev=1.861 lumo_energy_ev=0.510 smiles=COC[C@H](C)N.COC[C@H](C)N.CCO.CCO.CCO.CCO.CCO.CO.CO e_homo_ev=-9.3
C 1.291 6.338 7.902 -0.12
O 2.582 6.277 7.373 -0.20
C 3.488 7.393 7.493 -0.19
C 4.704 6.945 6.735 -0.46
C 5.502 5.892 7.548 -0.06
N 5.512 8.079 6.385 0.04
H 0.745 7.049 7.282 0.09
H 1.201 6.596 8.957 0.08
H 0.860 5.338 7.858 0.09
H 2.993 8.264 7.064 0.13
H 3.792 7.702 8.493 0.12
H 4.312 6.431 5.857 0.13
H 5.643 6.202 8.584 0.07
H 6.499 5.637 7.188 0.07
H 4.915 4.975 7.584 0.07
H 6.481 7.848 6.549 0.06
H 5.471 8.711 7.172 0.06
C 0.196 0.634 2.557 -0.07
O -0.284 -0.161 1.392 -0.19
C -0.446 0.639 0.201 -0.21
C -0.980 -0.139 -1.065 -0.41
C 0.160 -0.991 -1.572 -0.09
N -1.468 0.840 -2.072 0.03
H -0.258 1.618 2.442 0.07
H 1.247 0.921 2.583 0.08
H -0.114 0.278 3.540 0.08
H -1.128 1.475 0.354 0.11
H 0.463 1.181 -0.059 0.12
H -1.749 -0.855 -0.776 0.14
H 0.454 -1.576 -0.701 0.08
H 0.995 -0.428 -1.990 0.08
H -0.256 -1.718 -2.269 0.07
H -0.671 1.288 -2.500 0.06
H -1.898 0.375 -2.859 0.06
C -6.515 -4.002 2.386 -0.08
C -7.558 -3.315 1.480 -0.29
O -8.479 -2.394 2.136 -0.11
H -5.997 -4.630 1.661 0.07
H -6.994 -4.659 3.112 0.07
H -5.833 -3.322 2.896 0.08
H -8.328 -3.842 0.917 0.11
H -6.972 -2.628 0.869 0.10
H -9.290 -2.774 1.791 0.06
C 1.803 6.735 -3.866 -0.09
C 2.740 6.052 -4.884 -0.27
O 2.052 4.881 -5.448 -0.12
H 2.178 7.618 -3.347 0.07
H 1.463 6.036 -3.103 0.07
H 0.831 7.026 -4.264 0.07
H 3.649 5.596 -4.492 0.10
H 2.992 6.705 -5.720 0.10
H 2.341 4.752 -6.355 0.07
C -5.693 -7.224 -5.056 -0.11
C -6.185 -7.567 -6.417 -0.37
O -6.861 -8.774 -6.334 -0.06
H -5.282 -6.214 -5.058 0.07
H -4.946 -7.978 -4.807 0.08
H -6.300 -7.130 -4.156 0.08
H -5.282 -7.763 -6.996 0.11
H -6.790 -6.731 -6.769 0.11
H -7.143 -8.907 -7.242 0.08
C 5.433 -2.052 -7.106 -0.11
C 6.030 -2.937 -6.061 -0.30
O 6.747 -4.083 -6.641 -0.09
H 5.008 -2.717 -7.858 0.07
H 6.163 -1.323 -7.459 0.07
H 4.571 -1.430 -6.868 0.07
H 5.286 -3.272 -5.339 0.11
H 6.764 -2.320 -5.541 0.11
H 6.085 -4.748 -6.847 0.07
C -1.335 -8.153 6.789 -0.08
C -0.685 -6.786 6.526 -0.39
O 0.043 -6.803 5.398 -0.04
H -0.634 -8.914 7.129 0.07
H -1.797 -8.545 5.882 0.07
H -2.129 -8.072 7.531 0.07
H -0.142 -6.501 7.428 0.10
H -1.426 -5.988 6.474 0.11
H -0.029 -5.944 4.975 0.10
C -7.178 0.007 -7.664 -0.15
O -5.959 -0.742 -7.794 -0.14
H -6.949 1.071 -7.729 0.07
H -7.983 -0.385 -8.285 0.07
H -7.473 -0.148 -6.626 0.07
H -5.495 -0.696 -8.633 0.07
C 6.116 3.129 0.524 -0.16
O 6.013 2.015 -0.359 -0.13
H 5.850 2.818 1.534 0.07
H 7.101 3.591 0.446 0.08
H 5.369 3.874 0.252 0.08
H 6.778 1.448 -0.240 0.07